Version a
The following is a quantum chemistry calculation of 3 unconnected molecules or ions with the total composition C6H18N2O, from OMol25.

Results
LUMO ... 0.73 eV

```
! wB97M-V def2-TZVPD RIJCOSX def2/J DEFGRID3
* xyz 0 1
C -1.54962 1.12339 -0.74597
C -2.78116 1.58117 0.01636
C -1.36703 -0.78610 0.30546
C -1.81594 0.57249 -2.14085
O -0.51607 1.87120 -0.61382
H 0.75780 1.07160 -0.63597
H -2.60486 -0.17762 -2.14930
H -2.11395 1.40689 -2.78604
H -3.10034 2.53716 -0.41106
H -2.52837 1.74881 1.06208
H -3.60684 0.87466 -0.04864
H -2.41162 -1.03756 0.12746
H -1.26131 -0.54669 1.36911
H -0.83758 -1.72433 0.07388
H -0.90484 0.14191 -2.55686
C 1.89868 0.22443 0.99941
C 2.36482 -1.15071 1.46610
N 1.23977 0.12180 -0.31516
N 3.25289 -1.73440 0.45450
H 4.18473 -1.33881 0.51110
H 1.84458 -0.34994 -0.98249
H 0.28391 -0.40162 -0.21215
H 3.33954 -2.73620 0.56835
H 2.74373 0.91297 0.92075
H 1.17599 0.65015 1.69524
H 1.49238 -1.79987 1.56841
H 2.82072 -1.05479 2.46009
*
```

Version b
The following is a quantum chemistry calculation of 2 unconnected molecules or ions with the total composition C6H18N2O, from OMol25.

Results
Structure (SMILES) ... CCNC[C@@H](C)NC.O
LUMO ... 0.76 eV

```
! wB97M-V def2-TZVPD RIJCOSX def2/J DEFGRID3
* xyz 0 1
C -1.47109 0.94896 -0.65932
N -0.63076 1.21304 -1.91785
C 0.76774 1.72707 -1.71286
C 1.71056 0.58783 -2.02884
C -1.00715 0.14152 0.56056
N -1.02087 -1.36456 0.21387
C -0.00004 -2.08127 1.01498
C -1.79081 0.25880 1.92864
H -2.49152 0.51795 -1.05001
H -2.02889 1.82502 -0.34900
H -0.69202 0.26732 -2.45250
H 0.69714 2.61770 -2.41614
H 1.04261 2.12652 -0.63528
H 2.64327 0.86312 -1.96172
H 1.47473 0.12208 -3.08407
H 1.47751 -0.22241 -1.32156
H 0.14847 0.41081 0.82868
H -1.93765 -1.63170 0.51440
H 0.27723 -3.00590 0.44060
H -0.12414 -2.19862 2.17540
H 0.96577 -1.49398 0.86824
H -2.37766 -0.57131 2.11449
H -1.19075 0.57048 2.88270
H -2.42480 1.18975 1.90566
H 2.66443 -1.72334 1.61174
H 2.61742 -0.35675 0.79058
O 2.70129 -0.73813 1.73859
*
```

Least stable structure: version b

Version a
The following is a quantum chemistry calculation of C2H4N2S3 in the gas phase, from OMol25.

Results
Structure (SMILES) ... S/N=C1\NSCS1
LUMO ... 0.39 eV

```
! wB97M-V def2-TZVPD RIJCOSX def2/J DEFGRID3
* xyz 0 1
C -0.07632 -0.40527 -0.30870
C -1.36499 0.72958 1.68887
H 1.58821 -1.84672 -2.89492
H 1.59622 0.70401 -0.08178
H -1.14628 0.11165 2.55384
H -2.22639 1.37373 1.95825
N 0.20584 -1.21932 -1.23690
N 0.79211 0.41986 0.42758
S 1.85239 -1.26784 -1.73039
S 0.03077 1.76324 1.22412
S -1.76751 -0.28867 0.24682
*
```

Version b
The following is a quantum chemistry calculation of C2H4N2S3 in the gas phase, from OMol25.

Results
Structure (SMILES) ... S=CSN/C=N/S
LUMO ... -0.54 eV

```
! wB97M-V def2-TZVPD RIJCOSX def2/J DEFGRID3
* xyz 0 1
C 0.84258 -0.13339 -0.13125
C -2.66982 0.16087 -0.32033
H 4.16812 0.26714 0.40325
H 0.66524 0.14198 -1.15484
H -0.16139 -0.90093 1.46074
H -3.69386 -0.19171 -0.55688
N 1.93363 -0.05266 0.50160
N -0.28869 -0.55641 0.51466
S 3.16787 0.68627 -0.39469
S -1.59532 -1.15550 -0.33663
S -2.36838 1.73434 0.01438
*
```

Version c
The following is a quantum chemistry calculation of C2H4N2S3 in the gas phase, from OMol25.

Results
LUMO (spin up / spin down) ... -1.54 / -1.10 eV

```
! wB97M-V def2-TZVPD RIJCOSX def2/J DEFGRID3
* xyz 0 1
C 0.28864 -1.74729 -0.08123
C 0.57823 0.65995 0.41060
N -0.61843 1.04435 0.00529
N -1.61819 0.20365 0.04102
S -1.39416 -1.61583 -0.26589
S 2.01820 1.46054 -0.25009
S -3.06446 0.66106 0.43989
H 0.96173 -1.71655 -0.91991
H -0.77398 2.00432 -0.42927
H 3.02609 0.79129 0.13849
H 0.59631 -1.74550 0.91111
*
```

Least stable structure: version c

Version a
The following is a quantum chemistry calculation of a gas-phase ion, C3H8N3S (charge +1), from OMol25.

Results
LUMO ... -4.26 eV

```
! wB97M-V def2-TZVPD RIJCOSX def2/J DEFGRID3
* xyz 1 1
C -0.28680 -1.49889 -1.28709
C -0.56614 0.07489 -1.33740
C -0.69279 0.25068 1.00068
N -0.25463 -2.23099 -0.32666
N -0.03937 0.65656 -0.04379
N 1.25099 1.32694 0.00684
S 0.25600 0.93945 2.38739
H -0.18045 -1.82803 -2.27985
H -0.06925 0.54384 -2.11647
H -1.61564 0.13055 -1.43462
H -0.59367 -1.87546 0.60142
H 1.19400 1.96114 -0.81194
H 1.90972 0.56664 -0.27114
H -0.82970 1.16914 3.00300
H 0.51772 -0.18646 2.90963
*
```

Version b
The following is a quantum chemistry calculation of 2 unconnected molecules or ions with the total composition C3H8N3S, from OMol25.

Results
LUMO (spin up / spin down) ... -5.65 / -5.65 eV

```
! wB97M-V def2-TZVPD RIJCOSX def2/J DEFGRID3
* xyz 1 1
C 1.26355 -0.21517 0.32395
C -0.62856 0.91340 0.94911
C 2.57463 -0.47440 -0.24008
N 0.73312 0.89332 0.50126
N -1.18272 -0.45297 0.88450
N -2.29717 -0.42738 -0.75851
S 0.06821 -1.56058 0.64364
H -0.65445 1.05784 2.01974
H -1.39740 1.55356 0.64614
H 3.24333 0.33222 -0.37539
H 2.50568 -0.87423 -1.20838
H 3.00142 -1.40131 0.35702
H -3.04145 -0.96268 -0.37221
H -1.89316 -0.89034 -1.70625
H -2.66927 0.50672 -0.86451
*
```

Version c
The following is a quantum chemistry calculation of 2 unconnected molecules or ions with the total composition C3H8N3S, from OMol25.

Results
LUMO ... -3.80 eV

```
! wB97M-V def2-TZVPD RIJCOSX def2/J DEFGRID3
* xyz 1 1
C -1.15134 -0.43108 0.52381
C 0.72703 2.02954 -2.01185
C -0.50841 -3.07285 0.68565
N -0.29048 1.64591 1.22874
N -0.78298 0.45647 1.15946
N 1.09964 1.68365 -0.85758
S -1.81880 -1.87695 0.19029
H 0.39092 1.77220 0.34565
H 1.37065 2.03589 -2.88931
H -0.22266 2.23102 -2.26038
H -0.08139 -2.71192 1.64825
H 0.25649 -3.16864 -0.09191
H -0.98892 -3.94130 0.83097
H -0.14637 1.89991 2.21400
H 2.14661 1.44814 -0.71580
*
```

Version d
The following is a quantum chemistry calculation of a molecular structure, C3H8N3S, from OMol25.

Results
LUMO ... -4.12 eV

```
! wB97M-V def2-TZVPD RIJCOSX def2/J DEFGRID3
* xyz 1 1
C -2.40453 -0.04325 0.47966
C 1.17750 0.21848 -0.32359
C 2.54504 0.58484 -0.66705
N -1.73027 -0.55689 -0.45766
N -2.23123 0.36894 1.78847
N 0.74285 -0.96807 -0.09658
S -3.85415 0.83413 0.99492
H 0.42464 0.94436 -0.35008
H 2.54004 1.62580 -1.05669
H 2.99190 -0.16799 -1.26498
H 3.18578 0.65066 0.25579
H -2.16499 -0.61551 -1.34158
H -2.26363 -0.36295 2.43539
H 1.56981 -1.54499 -0.05942
H -0.52874 -0.96755 -0.33659
*
```

Least stable structure: version a

Version a
The following is a quantum chemistry calculation of 2 unconnected molecules or ions with the total composition C6H13N2OS, from OMol25.

Results
LUMO ... -4.24 eV

```
! wB97M-V def2-TZVPD RIJCOSX def2/J DEFGRID3
* xyz 1 1
C 0.33989 2.70335 0.82419
C -1.22156 -2.09495 -1.12729
C -0.14945 -1.05225 -0.75176
C -2.32473 -2.09328 -0.04392
C 0.04491 -1.13552 0.72748
C 1.23512 -0.69287 1.29310
N -0.17881 3.77274 0.22082
N 1.19987 1.89371 0.41572
O 1.66722 2.05730 -0.87658
S -1.40185 -1.58179 1.44740
H -1.60506 -1.87107 -2.21909
H -0.84782 -3.16755 -1.19486
H 0.75354 -1.10752 -1.47039
H -0.40288 -0.07345 -0.98495
H -3.10693 -1.27764 -0.05677
H -2.87002 -3.05262 0.00608
H 1.10539 -0.80208 2.32323
H 1.26095 0.46308 0.89048
H 0.08991 2.55915 1.81700
H -0.44503 4.53386 0.79180
H 0.31194 4.16412 -0.62430
H 2.12872 -1.14025 1.11799
H 2.66393 2.08396 -0.95268
*
```

Version b
The following is a quantum chemistry calculation of a gas-phase ion, C6H13N2OS (charge +1), from OMol25.

Results
Structure (SMILES) ... C=C[C@]1([NH3+])OCCS[C@@H]1N
LUMO ... -3.06 eV

```
! wB97M-V def2-TZVPD RIJCOSX def2/J DEFGRID3
* xyz 1 1
C -2.83673 -0.59608 0.29316
C -2.02395 0.25828 -0.28110
C 1.49765 1.47094 -0.59795
C 2.46299 0.28618 -0.54353
C 0.07172 -1.17892 0.08584
C -0.48256 0.26550 0.19970
N -0.08471 -1.58810 -1.23475
N -0.45428 0.58899 1.71850
O 0.13844 1.13771 -0.62303
S 1.96071 -0.86007 0.80903
H -3.87032 -0.59487 -0.11840
H -2.45819 -1.12200 1.25807
H -2.04283 0.96751 -1.05979
H 1.49724 2.25158 0.30762
H 1.77968 1.97816 -1.44013
H 2.52901 -0.19204 -1.42139
H 3.55532 0.47138 -0.42798
H -0.24629 -1.86141 0.72350
H 0.04798 -0.99001 -2.01367
H 0.16310 -2.46859 -1.55897
H 0.57140 0.54472 1.89286
H -0.77339 -0.21991 2.18610
H -1.00201 1.45104 1.84631
*
```

Least stable structure: version a